# C15H34InNO3P2

C15H34InNO3P2 as an isolated structure at a distorted geometry (wB97M-V/def2-TZVPD, the Open Molecules 2025 dataset).

Element x y z (Å)
In  0.46  0.81  1.00
P  1.77  -1.45  0.78
P  -0.65  2.00  -1.03
O  -1.63  -0.50  -3.42
O  -1.15  0.13  2.04
O  -1.12  -2.39  -2.08
N  1.65  0.21  -1.65
C  2.94  -0.15  -4.08
C  -2.59  1.57  3.35
C  2.63  -0.68  -1.76
C  3.02  -1.51  -0.55
C  -0.12  1.51  -2.68
C  -2.45  1.63  -0.99
C  1.21  0.81  -2.74
C  1.87  0.75  -3.96
C  3.30  -0.90  -2.97
C  0.58  -2.71  0.27
C  -2.02  -0.76  4.07
C  -0.28  1.04  4.15
C  -1.49  0.50  3.37
C  2.62  -2.08  2.26
C  -0.54  3.81  -0.85
H  0.51  4.10  -0.74
H  -3.48  1.19  2.82
H  -2.32  -0.53  5.11
H  -0.18  2.36  -3.36
H  0.51  0.28  4.23
H  -0.81  0.82  -2.98
H  -1.63  -0.50  -4.38
H  -2.26  2.48  2.83
H  3.45  -0.27  -5.04
H  -1.26  -1.55  4.09
H  3.97  -1.14  -0.14
H  0.15  1.94  3.69
H  3.15  -2.56  -0.84
H  -2.89  -1.15  3.53
H  0.08  -2.52  -0.70
H  4.10  -1.65  -2.99
H  1.11  -3.68  0.26
H  -3.01  2.54  -1.26
H  3.05  -3.08  2.07
H  -1.07  4.12  0.06
H  -0.98  4.32  -1.72
H  1.75  1.92  1.13
H  -2.88  1.84  4.38
H  -2.71  1.30  0.03
H  -2.65  0.81  -1.70
H  3.42  -1.40  2.56
H  -1.28  -1.28  -2.99
H  -0.58  1.31  5.18
H  -0.20  -2.75  1.04
H  -3.10  -2.45  -0.89
H  -2.42  -2.48  -1.43
H  -0.95  -3.16  -2.65
H  1.51  1.36  -4.78
H  1.91  -2.15  3.09

Results
lowest unoccupied orbital energy: 0.236 eV
E: -1745.152579 Eh
net charge: 0
strongest force on any atom: 4.5 eV Å⁻¹
HOMO energy: -6.83 eV

For reference, the Löwdin charges in units of e are: 0.5195, 0.8069, 0.8377, -0.0969, -0.3388, -0.4444, 0.0892, -0.0397, -0.0476, -0.3141, -0.2700, -0.2712, -0.2130, -0.3096, -0.0128, -0.0273, -0.2474, -0.0434, -0.0728, -0.7462, -0.2494, -0.2557, 0.0446, 0.0879, 0.0866, 0.1092, 0.0775, -0.0176, 0.0522, 0.0778, 0.1121, 0.0800, 0.1006, 0.0625, 0.1037, 0.0906, 0.0111, 0.1189, 0.0536, 0.0550, 0.0549, 0.0518, 0.0531, -0.0844, 0.0868, 0.0343, 0.0463, 0.0483, -0.0989, 0.0904, 0.0542, -0.0109, -0.0384, -0.0098, 0.1153, 0.0479


# HORb

HORb as an isolated structure at a distorted geometry (wB97M-V/def2-TZVPD, the Open Molecules 2025 dataset).

Element x y z (Å)
Rb  -0.68  -0.87  -1.42
O  0.29  0.03  0.97
H  0.39  0.84  0.45

Results
lowest unoccupied orbital energy: -0.817 eV
E: -99.871282 Eh
net charge: 0
energy relative to the best compared isomer or geometry (same formula, charge and spin): 4.5 kcal/mol
strongest force on any atom: 1.3 eV Å⁻¹
HOMO energy: -6.88 eV

For reference, the Löwdin charges in units of e are: 0.9585, -0.7319, -0.2266


# C3H3OP

A 3-piece molecular cluster, C3H3OP overall at a distorted geometry (wB97M-V/def2-TZVPD, the Open Molecules 2025 dataset).

Element x y z (Å)
P  -2.49  -0.21  0.46
O  4.04  -0.19  0.38
C  3.18  0.09  1.05
C  -0.65  -0.13  -0.27
C  0.35  0.48  -0.25
H  -2.71  -1.60  0.31
H  -2.85  -0.01  -0.78
H  1.13  1.57  -0.89

Results
lowest unoccupied orbital energy: 0.302 eV
E: -532.500745 Eh
net charge: 0
energy relative to the best compared isomer or geometry (same formula, charge and spin): 113.9 kcal/mol
strongest force on any atom: 10.6 eV Å⁻¹
HOMO energy: -9.96 eV

For reference, the Löwdin charges in units of e are: 0.7734, 0.0193, -0.0333, -0.4655, -0.1707, -0.1333, -0.1991, 0.2091


# C26H28N2O6

A single C26H28N2O6 molecule (wB97M-V/def2-TZVPD, the Open Molecules 2025 dataset).

Element x y z (Å)
O  -2.28  -0.71  -0.37
O  4.41  2.52  -0.43
O  -2.65  1.35  -1.15
O  -4.11  1.66  1.17
O  9.42  -1.28  0.57
O  3.17  -1.86  0.01
N  4.12  0.24  -0.16
N  -5.26  -0.21  0.64
C  -1.86  0.38  -0.69
C  10.89  0.67  0.43
C  5.48  -0.13  0.00
C  -0.43  0.77  -0.62
C  -5.52  -1.32  -0.25
C  -7.11  -2.20  -2.10
C  1.29  2.47  -0.69
C  6.46  0.43  -0.81
C  2.22  1.48  -0.49
C  -4.48  0.84  0.34
C  -5.69  -0.30  2.03
C  -4.04  1.05  -1.13
C  10.51  -0.70  -0.12
C  -6.65  -1.07  -1.24
C  3.06  -0.67  -0.13
C  0.52  -0.23  -0.40
C  8.16  -0.84  0.33
C  1.84  0.14  -0.34
C  3.70  1.55  -0.37
C  -8.03  0.61  1.65
C  -0.05  2.10  -0.76
C  7.79  0.09  -0.64
C  -7.99  -1.68  -1.01
C  -6.72  0.76  2.41
C  7.16  -1.41  1.13
C  5.84  -1.05  0.98
H  0.20  -1.26  -0.29
H  7.46  -2.12  1.88
H  11.76  1.05  -0.10
H  8.52  0.54  -1.29
H  -0.81  2.85  -0.92
H  -8.74  1.37  1.97
H  -6.63  -0.08  -1.68
H  -8.13  -2.30  -0.14
H  1.59  3.50  -0.80
H  10.07  1.38  0.31
H  -6.30  1.74  2.23
H  -4.53  1.95  -1.51
H  6.18  1.15  -1.56
H  -6.91  0.67  3.48
H  11.12  0.60  1.49
H  -6.09  -1.30  2.20
H  -8.47  -0.37  1.83
H  -4.80  -0.16  2.66
H  -8.87  -1.12  -1.29
H  -7.87  0.72  0.58
H  -5.77  -2.19  0.36
H  5.09  -1.50  1.61
H  11.33  -1.40  0.05
H  -7.38  -1.99  -3.13
H  10.31  -0.65  -1.20
H  -6.64  -3.16  -1.97
H  -4.59  -1.57  -0.79
H  -4.24  0.20  -1.77

Results
lowest unoccupied orbital energy: -0.696 eV
E: -1568.548244 Eh
net charge: 0
energy relative to the best compared isomer or geometry (same formula, charge and spin): 30.9 kcal/mol
strongest force on any atom: 0.7 eV Å⁻¹
HOMO energy: -8.31 eV
SMILES: CCCN(CC1CC1)C(=O)COC(=O)c1ccc2c(c1)C(=O)N(c1ccc(OCC)cc1)C2=O

For reference, the Löwdin charges in units of e are: 0.1360, 0.1384, 0.0198, 0.0792, -0.0493, 0.1428, 0.0983, -0.0353, -0.4302, -0.0636, -0.1848, -0.0876, -0.1290, -0.1125, 0.0305, 0.0023, -0.0618, -0.4411, -0.1472, -0.0486, -0.2474, -0.2854, -0.3367, 0.0885, -0.2669, -0.0541, -0.3391, -0.0990, 0.0250, -0.0101, -0.1316, -0.2253, 0.0111, 0.0027, 0.1374, 0.1202, 0.0767, 0.1062, 0.1247, 0.0703, 0.1320, 0.0997, 0.1254, 0.0676, 0.1007, 0.1456, 0.1173, 0.1099, 0.0794, 0.1210, 0.0706, 0.1274, 0.0997, 0.0588, 0.1308, 0.1172, 0.1228, 0.0981, 0.1154, 0.1026, 0.1154, 0.1192